C26H60BN10O8 | ωB97M-V/def2-TZVPD

Results
Net charge = +1

Structure (XYZ):
```
105
Properties=species:S:1:pos:R:3:lowdin_charge:R:1
C 0.48572 -5.53574 2.81632 -0.016
O -0.63900 -5.72201 1.94273 0.051
B -0.43358 -5.50688 0.62215 -0.662
O 0.20720 -6.37081 -0.20768 0.227
N -1.03455 -4.29523 -0.03640 0.231
C -0.53533 -3.38385 -0.89078 -0.286
N 0.70784 -3.30053 -1.35588 0.102
O 1.76751 -4.10948 -1.00788 -0.071
C 2.71857 -3.28764 -0.29257 -0.111
C 2.22024 -2.90992 1.10743 -0.320
C 3.14645 -3.52626 2.16840 -0.070
C 2.08633 -1.38894 1.34405 -0.119
C 0.63483 -0.95238 1.61946 -0.398
C 0.03829 -0.14532 0.45355 -0.080
C 0.48781 -0.13036 2.91693 -0.052
N -1.44708 -2.48513 -1.26873 0.221
C -2.56848 -2.81777 -0.61892 -0.187
C -3.75778 -1.94794 -0.89236 -0.033
C -5.06324 -2.63578 -1.36782 -0.350
O -4.93948 -4.03102 -1.48465 -0.020
C -6.25971 -2.16706 -0.51752 -0.242
N -7.37520 -3.10511 -0.55557 0.015
N -2.35817 -3.89717 0.15637 0.066
C -3.27810 -4.62755 1.00757 -0.175
N -4.25043 -3.72730 1.59635 0.069
H 0.57836 -4.49284 3.10045 0.088
H 0.29701 -6.09475 3.72554 0.103
H 1.41184 -5.91616 2.39272 0.096
H 1.16520 -6.27423 -0.22629 0.119
H 0.89746 -2.56870 -2.02329 0.176
H 3.61041 -3.89694 -0.21193 0.128
H 2.93535 -2.39565 -0.87743 0.124
H 1.22925 -3.33351 1.26583 0.093
H 3.48530 -4.52018 1.87923 0.079
H 4.02542 -2.89469 2.26220 0.082
H 2.67095 -3.53524 3.14009 0.062
H 2.50065 -0.81627 0.51700 0.116
H 2.66031 -1.14430 2.23313 0.099
H -0.00954 -1.82909 1.72637 0.109
H 0.20087 -0.69862 -0.47087 0.051
H 0.56291 0.80369 0.38628 0.079
H -1.01361 0.01812 0.62824 0.057
H 0.12214 -0.73972 3.73847 0.074
H 1.40542 0.37799 3.19332 0.074
H -0.27071 0.63391 2.75631 0.069
H -3.94661 -1.33569 -0.01025 0.122
H -3.41661 -1.26040 -1.65266 0.126
H -5.24574 -2.26460 -2.37199 0.141
H -5.42362 -4.45768 -0.77653 0.066
H -5.94415 -1.90026 0.48920 0.092
H -6.60398 -1.23684 -0.96512 0.123
H -8.23312 -2.60941 -0.35298 0.075
H -7.29893 -3.77474 0.20154 0.065
H -3.77545 -5.38071 0.40118 0.132
H -2.74097 -5.16186 1.78819 0.120
H -3.78361 -2.93126 2.01610 0.097
H -4.73121 -4.21647 2.33918 0.097
C -2.70041 4.06840 -0.83610 -0.012
C -1.68924 3.39732 0.05236 -0.545
O -1.83453 2.25630 0.46755 0.009
N -0.57996 4.11335 0.38554 0.012
C -0.23038 5.46860 -0.01544 -0.078
H -3.51504 3.37715 -1.02433 0.085
H -3.10024 4.96360 -0.35526 0.088
H -2.24213 4.33284 -1.78598 0.061
H 0.05300 3.61537 0.99093 0.131
H 0.71880 5.46945 -0.55226 0.068
H -0.12820 6.09969 0.86950 0.084
H -0.98696 5.88967 -0.66578 0.060
C -0.21861 3.14178 -5.22547 -0.003
C -0.30176 3.07076 -3.71911 -0.545
O -1.29482 2.65625 -3.13973 0.028
N 0.77093 3.49807 -3.01105 0.023
C 2.02057 4.03848 -3.50857 -0.071
H -1.15064 2.77136 -5.64074 0.083
H -0.07202 4.17248 -5.55241 0.075
H 0.60081 2.52582 -5.59751 0.084
H 0.64566 3.42707 -2.01236 0.122
H 2.84572 3.41522 -3.15763 0.082
H 2.14961 5.04903 -3.11680 0.069
H 2.03748 4.07155 -4.59237 0.075
C 1.35213 8.11259 -4.11148 -0.006
C 0.09258 7.30581 -3.90440 -0.542
O -0.06297 6.58504 -2.92795 0.014
N -0.87665 7.40396 -4.84752 0.013
C -0.87453 8.20001 -6.06314 -0.068
H 2.02275 7.92789 -3.27805 0.081
H 1.85111 7.81943 -5.03593 0.086
H 1.12522 9.17813 -4.14785 0.088
H -1.68986 6.84261 -4.64728 0.141
H -1.70773 8.90332 -6.04625 0.086
H -0.98809 7.55033 -6.93197 0.084
H 0.05066 8.75643 -6.16071 0.073
C 5.70840 -3.32632 6.00584 -0.005
C 4.92109 -2.16518 5.44888 -0.540
O 3.86394 -2.32681 4.85226 0.009
N 5.42654 -0.92153 5.63205 0.010
C 6.65463 -0.53835 6.30767 -0.068
H 5.17693 -4.24523 5.77985 0.082
H 6.69902 -3.37300 5.55262 0.087
H 5.81136 -3.23850 7.08750 0.088
H 4.85209 -0.19244 5.23996 0.138
H 6.42566 0.12321 7.14379 0.086
H 7.30849 -0.00724 5.61491 0.085
H 7.17796 -1.40956 6.68439 0.072
```

***

C24H62N19O11 | ωB97M-V/def2-TZVPD

Results
Net charge = +1

Structure (XYZ):
```
116
Properties=species:S:1:pos:R:3:lowdin_charge:R:1
C 9.78030 4.64288 -0.99932 -0.106
C 9.31881 4.50248 -2.44610 -0.238
C 8.19762 3.49914 -2.70227 -0.209
C 7.03837 3.49086 -1.71257 -0.169
C 6.12706 2.28280 -1.91760 -0.067
N 6.42406 1.10727 -1.07169 0.138
C 7.55272 0.74518 -0.33804 -0.314
O 8.64954 1.49946 -0.27778 -0.067
N 9.06270 1.92816 1.19266 0.146
O 8.19438 2.36348 1.76586 0.182
C 7.31540 -0.44730 0.23094 0.049
N 6.05226 -0.83410 -0.16456 -0.001
C 5.40634 -2.09464 0.17035 0.048
C 5.54200 0.11341 -0.93896 -0.316
O 4.38727 0.06887 -1.54643 0.052
C 3.17091 0.14796 -0.69756 -0.079
C 2.03408 -0.55217 -1.39306 -0.329
C 0.93626 -0.88352 -0.36766 -0.042
C 1.52672 0.14301 -2.66590 -0.128
C 1.24722 1.65484 -2.62660 -0.385
C 0.46658 2.13992 -1.40169 -0.065
C 2.51207 2.50548 -2.86168 -0.074
H 8.96542 4.85021 -0.30832 0.063
H 10.47038 5.48134 -0.92420 0.078
H 10.33475 3.76431 -0.66842 0.062
H 10.17916 4.16555 -3.02614 0.105
H 9.06481 5.48373 -2.84610 0.110
H 8.63331 2.49718 -2.71615 0.084
H 7.77811 3.65392 -3.69693 0.121
H 6.40801 4.36837 -1.85546 0.129
H 7.38410 3.51288 -0.68406 0.083
H 5.08880 2.53924 -1.73350 0.106
H 6.19460 1.95124 -2.95365 0.143
H 7.96418 -1.02212 0.86394 0.150
H 4.79744 -2.01482 1.06532 0.108
H 6.17860 -2.83620 0.34938 0.110
H 4.81384 -2.44155 -0.66998 0.089
H 2.98145 1.20150 -0.51421 0.119
H 3.39173 -0.36112 0.23942 0.122
H 2.45302 -1.50683 -1.72370 0.112
H 1.15408 -1.83250 0.12082 0.086
H 0.91034 -0.12972 0.42159 0.086
H -0.03216 -0.89916 -0.85203 0.050
H 0.61931 -0.37695 -2.97091 0.123
H 2.26123 -0.03113 -3.45617 0.111
H 0.59838 1.85032 -3.48078 0.131
H -0.29057 1.41859 -1.10753 0.045
H -0.08414 3.04431 -1.66017 0.086
H 1.11304 2.38159 -0.55743 0.070
H 2.86861 2.93378 -1.92034 0.059
H 3.32390 1.91404 -3.28149 0.063
H 2.29575 3.34899 -3.51240 0.082
C -3.03417 -0.62438 -0.96806 -0.665
O -2.03093 -0.00608 -1.33326 -0.027
N -4.21354 -0.55252 -1.63564 0.164
N -3.04271 -1.42672 0.12787 0.168
H -5.03415 -1.04166 -1.31684 0.072
H -4.24907 0.02881 -2.45037 0.101
H -2.19561 -1.50456 0.65576 0.096
H -3.86921 -1.92444 0.42066 0.074
C -6.79674 -1.03044 1.43844 -0.659
O -5.94374 -1.42192 0.63606 -0.027
N -6.77348 0.22801 1.95691 0.172
N -7.81579 -1.80348 1.87341 0.165
H -7.42910 0.52389 2.66270 0.072
H -6.03082 0.83440 1.66800 0.092
H -7.87875 -2.75776 1.55687 0.081
H -8.49377 -1.46271 2.54174 0.068
C 10.78384 -0.40916 -3.44973 -0.677
O 11.54133 -0.69097 -4.35214 0.048
N 10.81478 0.79616 -2.79668 0.159
N 9.81804 -1.28041 -2.99873 0.148
H 10.18316 1.03495 -2.05596 0.051
H 11.50816 1.45979 -3.08724 0.106
H 9.76643 -2.17562 -3.44719 0.102
H 9.19475 -1.07006 -2.24334 0.066
C -11.09051 -0.34913 0.67519 -0.660
O -11.08128 -0.75239 1.83404 -0.002
N -9.98099 -0.45074 -0.10071 0.174
N -12.19700 0.21018 0.10343 0.157
H -9.90709 -0.10481 -1.03774 0.098
H -9.21095 -0.94589 0.31952 0.072
H -13.01849 0.29134 0.67180 0.103
H -12.22203 0.53648 -0.84331 0.094
C -8.21416 -0.76984 5.55752 -0.648
O -8.41876 -0.42338 4.40031 0.002
N -8.56995 -2.01080 6.00496 0.162
N -7.62161 0.05204 6.46075 0.174
H -8.41567 -2.32165 6.94445 0.094
H -9.01090 -2.62854 5.34926 0.097
H -7.33513 0.96842 6.15067 0.069
H -7.43428 -0.21012 7.40925 0.099
C 3.65863 -5.12009 -2.55758 -0.682
O 3.54650 -5.24710 -1.34970 0.018
N 3.81297 -6.17233 -3.40742 0.159
N 3.64761 -3.87394 -3.13367 0.152
H 3.90156 -6.07493 -4.40067 0.097
H 3.82223 -7.09028 -3.00345 0.109
H 3.50521 -3.11070 -2.50303 0.055
H 3.74655 -3.68783 -4.11363 0.096
C -10.31305 -4.36902 2.63916 -0.664
O -9.38813 -4.13816 1.87073 0.004
N -10.32094 -5.48792 3.43378 0.146
N -11.37962 -3.53674 2.77682 0.171
H -11.06428 -5.70787 4.06813 0.089
H -9.54560 -6.11698 3.34892 0.099
H -11.38701 -2.70198 2.20759 0.063
H -12.12469 -3.69710 3.42665 0.097
C -5.96527 3.15216 4.78137 -0.676
O -6.04817 2.75001 5.93157 0.011
N -4.82897 2.99600 4.03722 0.154
N -6.99858 3.78828 4.15437 0.159
H -4.73438 3.32514 3.09588 0.091
H -4.05736 2.52861 4.47384 0.104
H -7.84465 3.91615 4.67718 0.107
H -6.95021 4.12952 3.21371 0.094
```

***

C10H22NO8PS | ωB97M-V/def2-TZVPD

Results
Energy above the lowest of the compared OMol25 structures with the same formula, charge and spin = 68.6 kcal/mol
SMILES = O=C1O[C@H](O)[C@H](P(=O)(O)O)[C@H]1S.COCCNCCOC
Net charge = 0

Structure (XYZ):
```
43
Properties=species:S:1:pos:R:3:lowdin_charge:R:1
O -5.00344 0.23738 0.57202 0.111
C -4.18559 -0.08058 -0.30464 -0.333
O -4.27044 -1.15258 -1.28384 0.010
C -3.30406 -1.01640 -2.38117 -0.297
O -2.19480 -1.91322 -2.06390 -0.012
C -2.98349 0.55608 -2.28706 -0.254
P -1.71735 1.33539 -3.43797 0.652
O -1.59562 2.86273 -3.24847 -0.352
O -0.18172 0.62272 -3.38084 -0.182
O -2.28123 1.10712 -5.05526 -0.196
C -2.76410 0.61233 -0.69463 -0.525
S -2.34112 2.25094 0.05686 0.742
H -3.65919 -1.26665 -3.43489 0.172
H -1.36815 -1.44746 -2.35290 0.099
H -3.91722 1.22406 -2.41473 0.164
H 0.46693 1.30718 -3.69398 0.101
H -3.13358 1.60920 -5.13749 0.085
H -2.03680 -0.13621 -0.21173 0.125
H -0.95487 2.47345 0.00371 -0.105
C 0.24242 -2.21757 2.95004 -0.110
O 1.53187 -1.76771 3.33235 -0.195
C 2.58742 -2.31644 2.54300 -0.207
C 3.20228 -1.24991 1.63603 -0.205
N 2.27870 -0.86043 0.56595 -0.053
C 2.69016 0.33704 -0.16342 -0.197
C 2.80457 1.65402 0.62290 -0.215
O 1.55881 2.16757 1.08703 -0.200
C 1.10161 1.59489 2.30482 -0.099
H -0.46539 -1.90793 3.72094 0.092
H -0.06646 -1.76789 2.00298 0.068
H 0.21225 -3.30965 2.87289 0.090
H 2.26213 -3.19242 1.97392 0.121
H 3.35669 -2.65236 3.24438 0.120
H 4.11997 -1.64385 1.18818 0.123
H 3.46489 -0.39513 2.26541 0.100
H 1.36436 -0.68925 0.96923 0.062
H 1.94454 0.48874 -0.95449 0.108
H 3.64359 0.13658 -0.66444 0.117
H 3.19191 2.40859 -0.06913 0.120
H 3.53210 1.59933 1.44005 0.110
H 1.92191 1.33444 2.97847 0.091
H 0.47297 0.72800 2.10285 0.065
H 0.47252 2.33586 2.80098 0.091
```

***

C4H7N3 | ωB97M-V/def2-TZVPD

Results
Energy above the lowest of the compared OMol25 structures with the same formula, charge and spin = 71.5 kcal/mol
SMILES = CN(C)/N=C\C#N
Net charge = 0

Structure (XYZ):
```
14
Properties=species:S:1:pos:R:3:lowdin_charge:R:1
C 1.87504 -0.48585 -0.11284 -0.061
N 0.46725 -0.09144 0.08194 -0.253
C 0.21778 1.36368 0.07930 -0.042
N -0.28936 -1.10879 0.09672 0.013
C -1.52925 -1.31434 0.07835 -0.155
C -2.45384 -0.24022 -0.11330 -0.237
N -3.34767 0.48363 -0.01847 0.133
H 1.93167 -1.56607 -0.51896 0.102
H 2.37487 0.22201 -0.76070 0.059
H 2.37326 -0.55403 0.99437 0.125
H 1.08224 2.03891 -0.03823 0.087
H -0.30687 1.76813 0.95270 0.088
H -0.36382 1.66827 -0.78467 0.076
H -2.03128 -2.18389 0.06382 0.064
```

***

What F_max values result from the calculations? In sequence: 0.023; 0.019; 0.104; 0.092 Eh/bohr.
What orbital gap values result from the calculations? In sequence: 8.793; 6.558; 8.925; 9.368 eV.
What E_HOMO values result from the calculations? In sequence: -10.762; -10.597; -8.953; -8.629 eV.